[1]
DFT (ωB97M-V with the def2-TZVPD basis set) results for a molecular structure, C18H30Cl2MgN7O3.

The geometry in ORCA input format:
```
! RIJCOSX wB97M-V def2-TZVPD def2/J DEFGRID3
* xyz -1 1
H -3.7332 1.3541 -3.1862
H -0.9932 -3.9941 1.4926
H 0.0299 -5.4247 1.8023
O 0.0958 -2.0169 0.7116
N 4.1471 1.0894 2.4564
N 0.6934 -4.1798 0.2712
H -2.1523 1.4285 2.1413
N 3.7696 0.9223 4.8094
H -3.5193 2.0813 3.7261
N 2.1850 0.2241 3.2063
H -4.5932 -2.2187 -0.4308
H -2.1730 -1.5651 -0.6195
O -0.9624 -0.2305 2.1710
H -3.0801 -1.5725 4.6102
H 3.6638 4.7629 -6.3541
H 3.2911 5.4259 -3.9644
H 4.7761 0.8843 4.9038
H 2.4371 -4.4930 -0.8047
H 1.1418 1.2892 -5.7296
C 1.4538 2.5452 -4.0015
H 1.8861 4.0206 -2.4775
H -4.4030 -0.7181 0.4820
C 0.8974 -2.8594 0.2739
H -3.1226 1.5323 5.3784
H -2.8296 1.8953 -1.7094
H 2.5322 2.7184 -7.2507
C -2.1910 -0.9367 4.5608
C 0.7257 1.6466 -3.0355
H 1.1576 -5.7152 -1.0971
Cl 1.6787 -0.5918 -1.3809
C -4.3313 -1.1583 -0.5220
C -2.6374 -0.1276 -2.0988
H -1.3752 -1.4599 4.0642
H -5.0789 -0.6973 -1.1778
O 0.6381 1.8421 -1.8099
H -4.4364 0.7441 4.4833
H 1.8630 -2.5577 -0.1809
H 0.3368 0.7037 -3.4840
H 3.5195 1.0757 0.4212
C 2.8341 4.5169 -4.3608
N -2.4809 0.2712 3.8108
H 2.0924 -5.7330 0.4445
N 2.1093 0.3578 1.8617
H 3.2666 0.3139 5.4442
C 3.0290 4.1502 -5.7031
Mg 0.3237 0.1362 0.5338
C -2.8175 1.2191 -2.5876
H -1.9545 1.4889 -3.2142
C 1.6500 -5.0937 -0.3347
C -0.3903 -4.7719 1.0321
C -3.4450 1.2061 4.3808
N 3.4122 0.6329 3.5056
C 2.4057 2.9920 -6.1990
C 3.2779 0.8680 1.4580
C 1.6215 2.1975 -5.3544
C -1.8478 0.4991 2.6553
H -1.0139 -5.3821 0.3741
C -2.9325 -0.9401 -1.1143
H -1.9122 -0.6722 5.5833
Cl -0.5769 2.3459 0.6524
C 2.0417 3.7290 -3.5190
*
```

Calculated total energy ... -66214.553 eV
LUMO level (spin up / spin down) ... 2.087 / 2.087 eV
Orbital gap (spin up / spin down) ... 2.182 / 2.187 eV

Partial charges, natural (NBO), in e: number 1, H, carries 0.1408; number 2, H, carries 0.2485; number 3, H, carries 0.1767; number 4, O, carries -0.7298; number 5, N, carries -0.2844; number 6, N, carries -0.4195; number 7, H, carries 0.1938; number 8, N, carries -0.6118; number 9, H, carries 0.2280; number 10, N, carries -0.0360; number 11, H, carries 0.1677; number 12, H, carries 0.1325; number 13, O, carries -0.7512; number 14, H, carries 0.1918; number 15, H, carries 0.2024; number 16, H, carries 0.2035; number 17, H, carries 0.3849; number 18, H, carries 0.2232; number 19, H, carries 0.2176; number 20, C, carries -0.0685; number 21, H, carries 0.2376; number 22, H, carries 0.1566; number 23, C, carries 0.5468; number 24, H, carries 0.1869; number 25, H, carries 0.2167; number 26, H, carries 0.2044; number 27, C, carries -0.4256; number 28, C, carries 0.3697; number 29, H, carries 0.1999; number 30, Cl, carries -0.8838; number 31, C, carries -0.6920; number 32, C, carries -0.3118; number 33, H, carries 0.2494; number 34, H, carries 0.1888; number 35, O, carries -0.5287; number 36, H, carries 0.1931; number 37, H, carries 0.1773; number 38, H, carries 0.1510; number 39, H, carries 0.2567; number 40, C, carries -0.2308; number 41, N, carries -0.4186; number 42, H, carries 0.1807; number 43, N, carries -0.3790; number 44, H, carries 0.3865; number 45, C, carries -0.2208; number 46, Mg, carries 1.7456; number 47, C, carries -0.6850; number 48, H, carries 0.1644; number 49, C, carries -0.3979; number 50, C, carries -0.4248; number 51, C, carries -0.3998; number 52, N, carries 0.1467; number 53, C, carries -0.2339; number 54, C, carries 0.1546; number 55, C, carries -0.1988; number 56, C, carries 0.5534; number 57, H, carries 0.1972; number 58, C, carries -0.3587; number 59, H, carries 0.1818; number 60, Cl, carries -0.8810; number 61, C, carries -0.1851



[2]
DFT (ωB97M-V with the def2-TZVPD basis set) results for a molecular structure, C18H30ClCrN5OS.

The geometry in ORCA input format:
```
! RIJCOSX wB97M-V def2-TZVPD def2/J DEFGRID3
* xyz 1 4
C -2.7019 -5.5220 -0.2405
Cl -0.6899 -0.4308 -2.2551
H -1.3456 3.4962 -0.7585
H -4.6163 -2.9243 0.6349
C 2.8218 -3.3008 0.1866
H -5.0115 -4.5783 0.2204
H -0.5234 -0.7864 2.4992
C -4.8935 -3.2557 -1.4816
H 0.8372 2.2016 -1.9639
C -1.0367 2.4674 -0.9470
H -5.9135 -2.8721 -1.4272
C -1.6912 2.1143 1.4205
H -1.4043 2.1704 -1.9222
Cr -0.5920 -0.2779 -0.0332
H -1.8637 -5.7681 0.4034
O 0.5477 -1.8169 0.1586
N 0.9785 1.1862 -0.1323
H -4.2474 -2.4623 -1.8585
H 2.5437 1.6531 1.2456
N -0.3717 0.0935 2.0160
C 1.4597 1.5478 1.2279
C 1.4978 -5.3069 0.0728
H -2.0854 -6.9244 -1.7491
H 0.9726 3.2574 -0.5678
C 2.6545 -6.0676 0.0865
H 2.5902 -7.1473 0.0442
H -0.9536 2.9109 1.4818
H -3.2229 -5.7161 -2.3444
C -2.0384 -3.2092 0.0838
C -2.3694 -5.8728 -1.6849
S -2.5070 -1.5503 0.3807
H 1.7206 0.7158 -0.6408
C -1.4221 1.0360 2.4677
C 1.5738 -3.9164 0.1255
N -3.0232 -4.0963 -0.0429
N -0.8015 -3.7141 0.0312
C 0.5078 2.3450 -0.9394
H -1.1572 1.4963 3.4218
H 1.1918 0.8686 3.2579
C 0.3470 -3.0792 0.1053
H 4.9455 -3.5775 0.2453
H -4.8795 -4.0813 -2.1929
C 3.8960 -5.4469 0.1518
H -2.3248 0.4453 2.6148
H 4.7994 -6.0433 0.1600
C 1.0371 0.4970 2.2429
H 0.5260 -5.7781 0.0151
H -1.5360 -5.2665 -2.0399
H 1.6397 -0.4010 2.1120
H -2.6599 2.5723 1.6176
C -4.4406 -3.7087 -0.0967
H 1.0503 2.5192 1.4926
H 2.8812 -2.2216 0.2132
H -2.5979 1.3434 -0.2637
C 3.9784 -4.0617 0.2010
N -1.6519 1.5486 0.0440
H -3.5666 -6.0863 0.1030
*
```

Calculated total energy ... -80429.393 eV
LUMO level (spin up / spin down) ... -2.587 / -2.788 eV
ΔE to the lowest compared entry with this formula, charge and spin ... 34.70 kJ/mol
Orbital gap (spin up / spin down) ... 8.942 / 8.740 eV

Partial charges, natural (NBO), in e: number 1, C, carries -0.2102; number 2, Cl, carries -0.4316; number 3, H, carries 0.2078; number 4, H, carries 0.2224; number 5, C, carries -0.1749; number 6, H, carries 0.2127; number 7, H, carries 0.4194; number 8, C, carries -0.6204; number 9, H, carries 0.2467; number 10, C, carries -0.2365; number 11, H, carries 0.2257; number 12, C, carries -0.2367; number 13, H, carries 0.2500; number 14, Cr, carries 0.9595; number 15, H, carries 0.2266; number 16, O, carries -0.7047; number 17, N, carries -0.6279; number 18, H, carries 0.2238; number 19, H, carries 0.2299; number 20, N, carries -0.6091; number 21, C, carries -0.2331; number 22, C, carries -0.1607; number 23, H, carries 0.2252; number 24, H, carries 0.2055; number 25, C, carries -0.2140; number 26, H, carries 0.2245; number 27, H, carries 0.2025; number 28, H, carries 0.2107; number 29, C, carries 0.4070; number 30, C, carries -0.6201; number 31, S, carries -0.1861; number 32, H, carries 0.4185; number 33, C, carries -0.2402; number 34, C, carries -0.0808; number 35, N, carries -0.3558; number 36, N, carries -0.6433; number 37, C, carries -0.2359; number 38, H, carries 0.2173; number 39, H, carries 0.2165; number 40, C, carries 0.6765; number 41, H, carries 0.2212; number 42, H, carries 0.2135; number 43, C, carries -0.1700; number 44, H, carries 0.2336; number 45, H, carries 0.2246; number 46, C, carries -0.2382; number 47, H, carries 0.2281; number 48, H, carries 0.2256; number 49, H, carries 0.2314; number 50, H, carries 0.2312; number 51, C, carries -0.2168; number 52, H, carries 0.2017; number 53, H, carries 0.2102; number 54, H, carries 0.4187; number 55, C, carries -0.2166; number 56, N, carries -0.6108; number 57, H, carries 0.2057



[3]
DFT (ωB97M-V with the def2-TZVPD basis set) results for a molecular structure, C18H30MgO14.

The geometry in ORCA input format:
```
! RIJCOSX wB97M-V def2-TZVPD def2/J DEFGRID3
* xyz 0 1
O -22.0595 -20.0153 11.3006
O -20.8167 -25.8802 13.9267
H -14.8091 -26.3375 8.7864
H -23.1199 -27.1195 12.4243
C -16.7453 -20.8721 10.9885
C -18.7761 -25.9726 8.2216
H -14.0260 -27.6059 9.5547
H -22.4113 -27.1160 14.6136
H -24.0257 -21.9722 10.5178
C -19.1062 -24.0268 9.3958
C -21.3753 -28.2925 11.7152
C -21.5815 -27.0627 13.9080
C -20.7547 -25.3007 12.7441
O -22.4856 -22.0761 11.8915
H -18.8958 -23.2072 16.2470
C -15.6277 -26.7203 10.7708
H -21.6061 -29.3143 12.0017
O -19.1744 -23.3050 10.3525
C -19.2071 -22.2635 15.7541
H -20.6050 -26.9428 7.5010
H -24.5439 -22.9833 12.8781
H -17.1163 -21.0459 9.9645
O -17.4953 -21.4599 11.9883
O -19.0160 -25.3684 9.5138
O -16.1176 -26.1407 12.9388
C -23.4943 -20.0687 11.4522
H -13.6837 -25.9355 10.0625
O -18.8469 -22.1988 14.4325
O -17.5726 -24.4988 12.3549
O -20.3033 -24.1979 12.6254
H -20.9827 -27.9376 14.1714
H -14.2328 -26.8834 12.4469
C -22.0305 -27.1154 12.4231
H -18.4109 -24.5682 6.5103
H -20.2913 -28.1474 11.7825
H -25.8007 -21.9322 12.2512
H -15.6781 -21.1232 11.0979
C -23.7519 -21.5765 11.4960
C -19.6602 -27.1926 7.9825
H -24.7198 -21.2692 13.4037
H -16.3165 -27.5471 10.5434
C -16.8055 -25.3463 12.0602
H -23.7744 -19.4042 12.2706
C -21.5389 -21.1892 11.7598
O -16.3898 -25.5414 10.7958
H -16.7857 -19.7792 11.1406
C -24.7546 -21.9614 12.5630
O -20.3797 -21.4163 11.9409
H -23.9172 -19.6023 10.5600
C -14.4699 -26.6343 9.7823
H -18.7833 -21.4545 16.3620
H -19.1235 -27.9864 7.4671
H -17.7006 -26.1613 8.2048
C -19.1199 -24.7857 7.3058
H -20.3014 -22.3410 15.9005
H -19.9927 -27.6223 8.9307
Mg -18.8621 -22.7893 12.5499
H -21.5228 -28.1667 10.6383
O -21.5379 -25.9142 11.8542
C -15.2900 -27.0528 12.2068
H -15.3952 -28.0864 12.5382
H -20.0607 -25.0586 6.8251
O -19.3173 -23.6445 8.1496
*
```

Calculated total energy ... -53262.906 eV
LUMO level ... -0.034 eV
ΔE to the lowest compared entry with this formula, charge and spin ... 39.03 kJ/mol
Orbital gap ... 5.361 eV

Partial charges, natural (NBO), in e: number 1, O, carries -0.4839; number 2, O, carries -0.4533; number 3, H, carries 0.2250; number 4, H, carries 0.1964; number 5, C, carries -0.2066; number 6, C, carries 0.0641; number 7, H, carries 0.2237; number 8, H, carries 0.1988; number 9, H, carries 0.1889; number 10, C, carries 0.9950; number 11, C, carries -0.6374; number 12, C, carries -0.0875; number 13, C, carries 1.0149; number 14, O, carries -0.4796; number 15, H, carries 0.0999; number 16, C, carries 0.0577; number 17, H, carries 0.2309; number 18, O, carries -0.6048; number 19, C, carries -0.1934; number 20, H, carries 0.2174; number 21, H, carries 0.2281; number 22, H, carries 0.1039; number 23, O, carries -1.0634; number 24, O, carries -0.4990; number 25, O, carries -0.4735; number 26, C, carries -0.0986; number 27, H, carries 0.2313; number 28, O, carries -1.0633; number 29, O, carries -0.6113; number 30, O, carries -0.6463; number 31, H, carries 0.1865; number 32, H, carries 0.1866; number 33, C, carries 0.0606; number 34, H, carries 0.2043; number 35, H, carries 0.2125; number 36, H, carries 0.2181; number 37, H, carries 0.1133; number 38, C, carries 0.0613; number 39, C, carries -0.6406; number 40, H, carries 0.2200; number 41, H, carries 0.1666; number 42, C, carries 1.0091; number 43, H, carries 0.1970; number 44, C, carries 0.9991; number 45, O, carries -0.4752; number 46, H, carries 0.1242; number 47, C, carries -0.6269; number 48, O, carries -0.6008; number 49, H, carries 0.1970; number 50, C, carries -0.6334; number 51, H, carries 0.1276; number 52, H, carries 0.2278; number 53, H, carries 0.1897; number 54, C, carries -0.0952; number 55, H, carries 0.0979; number 56, H, carries 0.2314; number 57, Mg, carries 1.7919; number 58, H, carries 0.2192; number 59, O, carries -0.4706; number 60, C, carries -0.0901; number 61, H, carries 0.1966; number 62, H, carries 0.1801; number 63, O, carries -0.4595



[4]
DFT (ωB97M-V with the def2-TZVPD basis set) results for 3 unconnected molecules or ions with the total composition C18H30N2O9S3.

The geometry in ORCA input format:
```
! RIJCOSX wB97M-V def2-TZVPD def2/J DEFGRID3
* xyz 0 1
C -5.4943 4.7526 -3.0086
O 0.3001 -3.3685 1.6228
O 0.4691 -1.9601 -0.8282
O -2.9922 2.7879 -1.4928
S 0.5372 -3.4999 -0.0594
H -1.1371 -4.8999 1.2402
H 4.0184 -3.3439 -1.6927
C -1.1778 1.3849 6.2958
C -1.8445 2.9759 -0.6681
C -1.3297 3.2846 4.6660
O 8.1707 -2.7607 -2.2421
N -1.6401 1.8248 4.9246
H 10.2006 -2.6085 -2.4684
O 2.0520 -3.9188 -0.2076
H 9.4076 -1.1476 -1.8465
C -3.6839 3.9308 -1.7332
O 5.9966 -2.9425 -1.9836
H 3.3973 -1.1024 -0.8477
H -2.9497 -3.3943 1.3864
H -1.2712 0.3157 6.7813
H -1.4317 1.9909 -0.4327
C 4.3602 -1.2554 -1.3436
H -2.4142 -1.5112 -4.2782
N -0.5090 2.5069 7.0604
C -4.7681 5.6343 -4.0103
H -3.8833 6.0978 -3.5655
C -2.3188 0.9964 3.8574
H 4.2748 -0.9492 -2.3907
C -2.2320 -3.2072 2.3173
C 9.4209 -2.2405 -1.7955
C -2.0222 -1.5966 2.4532
O -4.6798 3.6433 -2.6096
H -0.9812 -0.4798 -1.5825
H -1.6188 -1.7090 -0.3040
H -5.8288 5.3216 -2.1332
H -0.6955 -2.6204 -4.6025
O 7.2225 -1.9292 -0.3243
H 5.0927 -0.5899 -0.8787
C -0.9046 -1.6163 -1.2264
H -0.6701 -4.7499 3.0597
H -2.1054 3.4734 0.2708
C -0.8845 -4.0986 2.0886
H -6.3893 4.3330 -3.4820
H -0.9191 -1.2140 2.4220
C -0.5805 3.6627 6.0753
C -1.5360 -2.5415 -2.4237
H 9.6537 -2.5782 -0.7812
H -2.8103 -3.6582 3.2570
C -1.5416 -2.2050 -3.8824
S -2.7624 -0.8529 4.0473
H -2.0791 -3.5450 -2.1181
H -1.0864 3.5476 -1.2118
H 4.9080 -3.0287 -0.2028
H -2.6107 -1.0835 1.5591
H -4.4203 5.0429 -4.8629
H -1.5369 3.9905 3.7557
S -2.6835 1.7302 2.3678
H -0.1302 4.7247 6.2970
O -3.4328 5.0290 -1.2651
C 7.1386 -2.4963 -1.4012
C 4.7912 -2.7088 -1.2449
H -5.4246 6.4306 -4.3728
*
```

Calculated total energy ... -73051.824 eV
LUMO level ... -1.572 eV
Orbital gap ... 6.529 eV

Partial charges, natural (NBO), in e: number 1, C, carries -0.0704; number 2, O, carries -0.6988; number 3, O, carries -0.6748; number 4, O, carries -0.5011; number 5, S, carries 1.6464; number 6, H, carries 0.1908; number 7, H, carries 0.2067; number 8, C, carries 0.1582; number 9, C, carries -0.2578; number 10, C, carries -0.1252; number 11, O, carries -0.4997; number 12, N, carries -0.4735; number 13, H, carries 0.1935; number 14, O, carries -0.8582; number 15, H, carries 0.1874; number 16, C, carries 0.9842; number 17, O, carries -0.4995; number 18, H, carries 0.2235; number 19, H, carries 0.2240; number 20, H, carries 0.2554; number 21, H, carries 0.1921; number 22, C, carries -0.6418; number 23, H, carries 0.2174; number 24, N, carries -0.4292; number 25, C, carries -0.6408; number 26, H, carries 0.2272; number 27, C, carries -0.0296; number 28, H, carries 0.2047; number 29, C, carries -0.4638; number 30, C, carries -0.2569; number 31, C, carries -0.5310; number 32, O, carries -0.4987; number 33, H, carries 0.2314; number 34, H, carries 0.1806; number 35, H, carries 0.1941; number 36, H, carries 0.2305; number 37, O, carries -0.6448; number 38, H, carries 0.2204; number 39, C, carries -0.1577; number 40, H, carries 0.2240; number 41, H, carries 0.2022; number 42, C, carries -0.0964; number 43, H, carries 0.1913; number 44, H, carries 0.2569; number 45, C, carries -0.0704; number 46, C, carries -0.2460; number 47, H, carries 0.1966; number 48, H, carries 0.2392; number 49, C, carries -0.3790; number 50, S, carries 0.2183; number 51, H, carries 0.2130; number 52, H, carries 0.1916; number 53, H, carries 0.1971; number 54, H, carries 0.2423; number 55, H, carries 0.2112; number 56, H, carries 0.2864; number 57, S, carries -0.0184; number 58, H, carries 0.2365; number 59, O, carries -0.6400; number 60, C, carries 0.9839; number 61, C, carries -0.0734; number 62, H, carries 0.2179